Computed, not measured: C68H43Cl4N7O3PRbS as an isolated structure at a distorted geometry, with ωB97M-V/def2-TZVPD.

Last column: Löwdin charge in e.
Atoms and positions in Å:
Rb -0.22594 -1.17864 1.03127  0.9534
Cl 3.35156 -2.64754 -4.54683  0.6437
C 2.19796 -1.80454 -3.55433  -0.6775
C 1.04206 -2.44944 -3.13603  -0.1511
C 0.09636 -1.74624 -2.42653  -0.0824
C 0.24786 -0.36374 -2.12083  -0.1992
C 1.47576 0.22116 -2.50983  0.0125
C 2.42446 -0.48004 -3.21603  -0.0907
C -0.87304 0.31246 -1.56973  -0.1242
C -0.94854 1.74976 -0.93783  -0.2126
C -1.64064 1.77226 0.43517  0.0109
C -0.75104 1.88956 1.44157  -0.0409
C 0.53276 2.17366 0.87787  -0.1629
C 1.66346 2.91046 1.22967  -0.0645
C 2.03936 3.25056 2.57917  -0.1565
C 1.71976 2.41006 3.65487  -0.0206
C 1.94476 2.80696 4.95607  -0.0989
C 2.48466 4.05876 5.20327  -0.6861
Cl 2.68596 4.60296 6.84047  0.6194
C 2.85436 4.89346 4.16137  -0.1172
C 2.64616 4.48136 2.86147  -0.0129
C 2.16806 3.43946 -0.00353  -0.1555
N 1.28966 3.03236 -0.98373  0.0270
C 1.53466 3.58096 -2.18773  -0.2085
C 0.50956 3.48046 -3.19053  -0.1271
C 0.81476 3.53066 -4.56753  -0.1849
C -0.15854 3.53256 -5.59923  -0.0492
C 0.19016 3.55736 -6.92703  -0.1418
C 1.53006 3.55546 -7.29043  -0.7214
Cl 1.97436 3.62666 -8.97633  0.5555
C 2.52036 3.46926 -6.32273  -0.1435
C 2.16486 3.45096 -4.99813  -0.0534
C -0.86874 3.54036 -2.72823  -0.1436
C -1.72874 4.51916 -3.20413  -0.0487
C -2.98334 4.29986 -2.66323  -0.0317
C -2.94134 3.13716 -1.88653  -0.1384
N -1.59424 2.71846 -1.86173  0.1432
C -4.18694 2.41106 -1.71183  -0.0796
C -4.05414 0.97846 -1.85653  -0.2595
C -4.03914 0.17846 -3.05863  -0.0346
C -2.87304 -0.54524 -3.02063  -0.0241
C -2.19184 -0.15054 -1.79763  -0.2743
N -3.05804 0.57856 -1.07033  0.0492
C -5.42404 3.06896 -1.51753  -0.1775
C -6.63804 2.36716 -1.69513  -0.0237
C -7.85194 2.92956 -1.39143  -0.1293
C -7.89814 4.21666 -0.87313  -0.6968
Cl -9.43674 4.92626 -0.46013  0.5908
C -6.73014 4.93276 -0.65263  -0.1255
C -5.51794 4.36916 -0.96873  -0.0402
C 2.69136 4.35216 -1.99073  -0.0507
C 3.08426 4.26286 -0.64793  -0.0598
N 0.38106 2.16196 -0.49703  0.0819
H 0.89126 -3.49084 -3.38823  0.0969
H -0.81194 -2.25114 -2.11623  0.1020
H 1.67496 1.25906 -2.33373  0.0898
H 3.33306 0.01086 -3.52983  0.1053
H -2.70464 1.77756 0.55847  0.1107
H -0.99154 1.94766 2.49057  0.1165
H 1.30026 1.42936 3.47747  0.1032
H 1.69646 2.14446 5.77027  0.1042
H 3.28016 5.86366 4.37297  0.0973
H 2.90966 5.13716 2.04597  0.1058
H -1.20394 3.49136 -5.34023  0.0945
H -0.57654 3.55006 -7.69073  0.0918
H 3.56086 3.39596 -6.61303  0.0917
H 2.93286 3.33696 -4.25283  0.0842
H -1.45144 5.31106 -3.87533  0.1116
H -3.86434 4.86546 -2.89133  0.1011
H -4.75364 0.23186 -3.86173  0.0837
H -2.45744 -1.16144 -3.79773  0.0874
H -6.59344 1.35856 -2.07833  0.1059
H -8.77124 2.38026 -1.53883  0.0947
H -6.78074 5.92096 -0.21743  0.0962
H -4.61044 4.90866 -0.74983  0.1066
H 3.16186 4.97136 -2.73043  0.0912
H 3.93886 4.74226 -0.20623  0.0790
N 2.68776 -3.84444 1.44287  -0.1179
P 1.87556 -3.66304 -0.03853  1.0666
C 2.56556 -5.17674 -0.85213  -0.3404
C 2.33696 -6.47574 -0.40373  -0.0964
C 2.89536 -7.55064 -1.07313  -0.0980
C 3.67516 -7.34504 -2.20083  -0.1032
C 3.91676 -6.05644 -2.64563  -0.0869
C 3.37366 -4.98174 -1.96523  -0.1145
C 0.22086 -4.34334 0.33437  -0.4117
C -0.38024 -4.21004 1.58247  -0.1515
C -1.71794 -4.53364 1.74307  -0.0753
C -2.46384 -4.98164 0.66447  -0.0775
C -1.85994 -5.14974 -0.57303  -0.0742
C -0.52534 -4.83534 -0.73453  -0.1096
C 3.19186 -2.72504 2.06007  -0.4329
C 4.03266 -2.82364 3.17237  -0.0427
C 4.54486 -1.66154 3.70147  -0.0859
C 4.23296 -0.44754 3.10167  -0.0793
C 3.39276 -0.46014 2.00497  -0.1361
N 2.87986 -1.56914 1.48967  0.0567
H 2.61636 -4.68194 2.00677  0.1152
H 1.70746 -6.64584 0.46037  0.1055
H 2.71706 -8.55884 -0.72283  0.0950
H 4.09246 -8.18944 -2.73243  0.0937
H 4.51976 -5.88534 -3.52543  0.0987
H 3.55536 -3.97314 -2.30033  0.0480
H 0.19286 -3.84834 2.42807  0.0686
H -2.18414 -4.42584 2.71257  0.1079
H -3.51304 -5.21194 0.78717  0.1010
H -2.43474 -5.51204 -1.41343  0.1033
H -0.04054 -4.96674 -1.69363  0.1019
H 4.24266 -3.78894 3.60747  0.1095
H 5.18346 -1.69474 4.57197  0.1065
H 4.61166 0.48376 3.49247  0.1015
H 3.11936 0.45736 1.50117  0.1043
O 1.43716 -3.30314 4.30867  -0.3203
S 0.96196 -1.98184 4.68427  0.6285
O 1.99166 -1.06854 5.10857  -0.2936
N 0.00226 -1.38324 3.55137  -0.2300
C -1.28114 -1.58764 3.83917  -0.6163
O -2.21124 -1.40154 3.05717  -0.0341
C -1.50114 -2.06414 5.24797  -0.1245
C -2.70504 -2.30164 5.89867  -0.0034
C -2.67484 -2.67434 7.23187  -0.0816
C -1.46524 -2.80554 7.91027  -0.0814
C -0.25764 -2.59664 7.25107  -0.0443
C -0.30334 -2.23124 5.92977  -0.1953
H -3.63454 -2.18624 5.36217  0.1190
H -3.60044 -2.86124 7.76107  0.0982
H -1.46724 -3.07514 8.95617  0.0963
H 0.69256 -2.70484 7.75447  0.1159

total charge: -2
highest occupied orbital energy (alpha / beta): -0.61 / -0.63 eV
frontier orbital gap (alpha / beta): 3.8 / 3.8 eV


Computed, not measured: an isolated ion of composition C9H12NOS and charge +1 at a distorted geometry, with ωB97M-V/def2-TZVPD.

Last column: Löwdin charge in e.
Atoms and positions in Å:
C 0.74169 -1.89555 -1.20333  -0.2891
S 1.98587 -0.56618 -1.03215  0.9884
C 1.03668 0.78896 -0.32165  -0.6414
O 1.31505 2.01654 -0.83162  0.0088
C 2.04309 0.52476 1.22625  -0.0501
N 3.02394 1.33237 1.41493  0.1273
C -0.45994 0.52466 -0.13492  -0.2395
C -1.11372 0.46163 1.10784  -0.0358
C -2.44683 0.23780 1.13279  -0.0635
C -3.26995 0.34648 0.01515  -0.0190
C -2.65910 0.46215 -1.20752  -0.0316
C -1.27982 0.52103 -1.26219  -0.0626
H -0.21197 -1.36166 -0.98394  0.0336
H 0.95672 -2.67236 -0.43709  0.0678
H 0.74927 -2.23865 -2.16649  0.0094
H 0.79651 2.18778 -1.61485  0.1206
H 1.80948 -0.34734 1.85762  0.1327
H 3.92609 1.08214 1.92724  0.1791
H 3.19122 2.20771 0.74265  0.2065
H -0.43768 0.40315 2.08854  0.1552
H -2.80292 -0.10100 2.09409  0.1173
H -4.27876 0.31000 -0.03216  0.0857
H -3.21761 0.48729 -2.05848  0.0931
H -0.94126 0.60688 -2.23282  0.1073

total charge: +1
SMILES: CS[C@](O)(C=[NH2+])c1ccccc1
highest occupied orbital energy: -12.86 eV
frontier orbital gap: 8.9 eV